Entry 1:
This record from the Open Molecules 2025 dataset describes 2 unconnected molecules or ions with the total composition C2H7N3. The level of theory is ωB97M-V/def2-TZVPD.

## Properties
ΔE to the lowest compared entry with this formula, charge and spin, eV: 1.786
Total charge: 0
Structure (SMILES): [H]/N=C/N.C=N
Kohn-Sham gap, eV: 10.0

Geometry (Å):
H: 2.38 1.84 1.24
N: 1.56 1.52 0.74
C: 1.88 0.70 -0.18
N: 1.17 -0.33 -0.70
H: 2.96 0.56 -0.31
H: 0.18 -0.38 -0.47
H: 1.58 -1.24 -0.82
C: -2.64 -0.49 -0.15
N: -1.59 -1.03 0.30
H: -2.63 -0.44 -1.26
H: -3.42 0.09 0.33
H: -1.45 -0.80 1.29

Entry 2:
This record from the Open Molecules 2025 dataset describes 2 unconnected molecules or ions with the total composition C2H7N3. The level of theory is ωB97M-V/def2-TZVPD.

## Properties
ΔE to the lowest compared entry with this formula, charge and spin, eV: 3.717
Total charge: 0
Kohn-Sham gap (spin up / spin down), eV: 6.5 / 6.5

Geometry (Å):
C: 1.11 -0.46 -0.58
C: 0.66 0.18 0.64
N: -0.87 0.91 0.42
N: -0.60 -1.63 -1.23
N: -1.61 -1.27 -0.81
H: -1.42 0.03 -0.11
H: -1.35 1.17 1.27
H: -0.78 1.70 -0.21
H: 1.79 -1.30 -0.47
H: 1.36 0.20 -1.41
H: 0.44 -0.54 1.44
H: 1.26 1.01 1.04

Entry 3:
This record from the Open Molecules 2025 dataset describes a molecular structure, C2H7N3. The level of theory is ωB97M-V/def2-TZVPD.

## Properties
ΔE to the lowest compared entry with this formula, charge and spin, eV: 4.370
Total charge: 0
Kohn-Sham gap, eV: 8.3

Geometry (Å):
C: 0.60 -0.03 -0.24
C: -1.26 0.11 0.42
N: -0.30 1.07 0.16
N: -0.44 -0.94 0.47
N: 1.92 0.03 0.19
H: -0.72 1.52 -0.73
H: -0.67 -1.92 0.36
H: 0.51 -0.22 -1.32
H: 2.05 0.22 1.17
H: 2.54 -0.67 -0.19
H: -2.22 0.25 0.91
H: -2.01 0.57 -1.19

Entry 4:
This record from the Open Molecules 2025 dataset describes a molecular structure, C2H7N3. The level of theory is ωB97M-V/def2-TZVPD.

## Properties
ΔE to the lowest compared entry with this formula, charge and spin, eV: 7.248
Total charge: 0
Kohn-Sham gap, eV: 8.7

Geometry (Å):
C: 1.88 -0.08 0.20
C: -0.50 0.12 -0.12
H: 1.90 1.35 -0.16
H: 2.63 -0.91 -0.68
H: 1.99 -0.25 1.64
H: 0.54 -1.70 -0.67
H: -2.63 0.00 -0.71
H: -1.77 -1.60 0.47
H: -1.07 2.02 0.38
N: 0.59 -0.68 -0.27
N: -1.72 -0.62 0.27
N: -0.28 1.42 -0.11

Entry 5:
This record from the Open Molecules 2025 dataset describes 2 unconnected molecules or ions with the total composition C2H7N3O. The level of theory is ωB97M-V/def2-TZVPD.

## Properties
ΔE to the lowest compared entry with this formula, charge and spin, eV: 5.321
Total charge: 0
Kohn-Sham gap, eV: 9.6

Geometry (Å):
C: -1.58 1.22 1.87
C: 0.98 0.48 -0.84
N: -0.43 -2.67 -0.71
N: -0.11 -1.49 -0.90
N: 0.52 -0.68 -0.19
O: -1.88 1.68 0.82
H: -2.25 0.39 2.26
H: 0.72 0.50 -2.04
H: 0.51 1.33 -0.22
H: 2.02 0.69 -0.83
H: -0.57 1.49 2.24
H: -0.04 -2.85 0.21
H: -0.44 -1.28 -1.83

Entry 6:
This record from the Open Molecules 2025 dataset describes 2 unconnected molecules or ions with the total composition C2H7N3O. The level of theory is ωB97M-V/def2-TZVPD.

## Properties
ΔE to the lowest compared entry with this formula, charge and spin, eV: 4.611
Total charge: 0
Structure (SMILES): [H]/N=C\C.[H]/N=N\O
Kohn-Sham gap, eV: 11.0

Geometry (Å):
H: 1.45 -1.94 0.35
N: 1.25 -1.43 -0.57
C: 1.17 -0.17 -0.54
C: 1.18 0.82 0.57
H: 1.01 0.22 -1.51
H: 0.84 1.81 0.45
H: 0.53 0.37 1.33
H: 2.19 0.77 0.97
H: -2.94 -0.38 0.85
N: -2.24 0.35 0.92
N: -1.46 0.32 0.01
O: -1.82 -0.33 -1.07
H: -1.16 -0.42 -1.75

Entry 7:
This record from the Open Molecules 2025 dataset describes 2 unconnected molecules or ions with the total composition C2H7N3O. The level of theory is ωB97M-V/def2-TZVPD.

## Properties
ΔE to the lowest compared entry with this formula, charge and spin, eV: 6.067
Total charge: 0
Structure (SMILES): [H]/N=C/C.NN=O
Kohn-Sham gap, eV: 8.8

Geometry (Å):
H: -0.85 1.49 -1.04
N: -0.53 0.66 -0.55
C: -0.54 -0.49 -1.16
C: 0.01 -1.70 -0.50
H: -0.70 -0.53 -2.23
H: 1.06 -1.85 -0.80
H: -0.03 -1.62 0.58
H: -0.55 -2.58 -0.83
N: 1.04 1.41 1.00
N: -0.48 0.74 1.36
O: -1.29 1.53 1.75
H: 1.13 2.30 1.50
H: 1.71 0.66 0.90

Entry 8:
This record from the Open Molecules 2025 dataset describes C2H7N3O2 in the gas phase. The level of theory is ωB97M-V/def2-TZVPD.

## Properties
ΔE to the lowest compared entry with this formula, charge and spin, eV: 6.202
Total charge: 0
Structure (SMILES): CN/C(=N\O)NO
Kohn-Sham gap, eV: 9.1

Geometry (Å):
C: -0.28 1.78 -0.99
N: 0.43 0.84 -0.04
C: 0.15 -0.46 0.11
N: -0.13 -0.88 1.37
O: 0.32 0.17 2.18
N: 0.04 -1.30 -0.97
O: -0.42 -2.60 -0.54
H: -0.06 1.53 -2.05
H: 0.00 2.88 -0.75
H: -1.33 1.67 -0.90
H: 0.42 1.07 0.91
H: -0.25 -0.22 3.02
H: 0.93 -1.51 -1.54
H: 0.17 -2.98 0.18

Entry 9:
This record from the Open Molecules 2025 dataset describes C2H7N3O2 in the gas phase. The level of theory is ωB97M-V/def2-TZVPD.

## Properties
ΔE to the lowest compared entry with this formula, charge and spin, eV: 7.283
Total charge: 0
Structure (SMILES): C/N=[N+](\[O-])NOC
Kohn-Sham gap, eV: 10.3

Geometry (Å):
C: 2.28 -0.50 -1.55
N: 0.90 -0.80 -1.44
N: 0.17 -0.03 -0.72
O: 0.34 1.13 -0.34
N: -0.96 -0.66 -0.22
O: -2.35 -0.25 -0.34
C: -2.58 1.01 0.39
H: 2.90 -1.28 -1.12
H: 2.42 0.47 -1.08
H: 2.57 -0.39 -2.53
H: -0.93 -1.64 -0.38
H: -2.22 0.92 1.42
H: -3.61 1.26 0.18
H: -1.98 1.79 -0.09

Entry 10:
This record from the Open Molecules 2025 dataset describes 2 unconnected molecules or ions with the total composition C2H7N3O2. The level of theory is ωB97M-V/def2-TZVPD.

## Properties
ΔE to the lowest compared entry with this formula, charge and spin, eV: 4.642
Total charge: 0
Kohn-Sham gap (spin up / spin down), eV: 8.2 / 7.9

Geometry (Å):
C: 1.10 0.05 -0.17
C: 0.26 1.08 0.36
N: -0.64 1.70 -0.44
N: -0.61 -1.14 0.84
N: -1.12 -1.41 -0.42
O: 1.04 -0.28 -1.34
O: 2.12 -0.38 0.65
H: 0.47 1.33 1.30
H: -1.07 2.56 -0.27
H: -1.11 1.16 -1.17
H: 0.08 -1.84 0.95
H: -0.46 -1.55 -1.16
H: -1.99 -0.96 -0.67
H: 1.93 -0.32 1.55